Record 1
C17H24BF4IMnN6Sb | ωB97M-V with the def2-TZVPD basis set

Gap between HOMO and LUMO (alpha / beta): 8.04 / 7.96 eV
Total charge: +1
2S+1: 2

Last column: Mulliken charge in e.
Positions of all 55 atoms, in Å:
C -1.304 3.532 1.007  -0.527
B 3.158 1.356 0.062  0.298
H 2.654 -2.754 4.829  0.470
C -2.284 -1.416 -2.277  -0.756
F 2.215 0.993 1.208  -0.400
Mn 0.691 -0.264 0.987  0.152
C -0.803 -1.737 -2.460  -0.851
H 2.785 -0.981 -4.983  0.386
N -0.611 1.275 1.035  1.293
H -1.051 4.582 0.932  0.445
C 0.497 0.287 4.015  -0.221
H 0.456 0.715 6.107  0.449
H 2.980 -0.803 -2.461  0.517
H 2.473 0.703 -3.172  0.440
N -1.069 -1.312 1.100  0.149
C -2.889 1.933 1.244  -0.557
H -0.542 -2.667 -1.949  0.473
C -1.602 -2.518 1.130  -0.309
H -2.572 -0.520 -2.828  0.246
H -1.496 1.549 -1.913  0.365
H -1.163 2.542 -4.193  0.426
C 2.173 -0.334 -3.021  -0.691
F 3.611 0.139 -0.404  -0.301
H 0.343 1.655 -4.385  0.316
H -1.190 0.786 -4.325  0.280
C 1.670 -1.559 3.344  0.374
H -3.619 -3.120 1.340  0.192
N 0.920 -0.510 3.029  0.349
N -2.922 -2.394 1.283  0.193
F 2.334 1.993 -0.869  -0.349
H 1.712 -2.117 -4.183  0.343
C 0.811 0.045 5.339  -0.888
H 0.738 2.819 0.802  0.472
H -2.910 -2.234 -2.639  0.435
H 1.855 -1.273 6.676  0.411
C 1.909 -1.056 -4.337  -1.357
C -0.637 1.630 -3.907  -1.377
H -0.569 -1.884 -3.514  0.543
H -0.099 1.141 3.720  0.421
C -2.145 -0.478 1.240  -0.062
H -3.931 1.660 1.357  0.499
N -3.288 -1.103 1.361  -0.626
C -1.908 0.958 1.190  0.183
Sb 0.505 -0.212 -1.691  0.598
C 1.590 -1.060 5.650  -0.160
F 4.108 2.162 0.587  -0.260
C -0.511 1.534 -2.390  -0.590
H -2.545 -1.245 -1.231  0.046
I 2.283 -2.623 1.654  0.125
N -2.586 3.223 1.157  -0.548
C -0.304 2.568 0.942  -0.732
H 1.064 -0.636 -4.883  0.302
H 0.057 2.376 -1.994  0.504
H -1.080 -3.457 1.048  0.477
C 2.036 -1.890 4.632  -0.605



Record 2
C4H3FS2 | ωB97M-V with the def2-TZVPD basis set

Gap between HOMO and LUMO: 8.31 eV
Total charge: 0
SMILES string: FC1=CC(=S)SC1

Last column: Mulliken charge in e.
Positions of all 10 atoms, in Å:
H 1.766 -1.344 1.371  0.273
S -0.491 -1.294 0.510  -0.130
C 1.535 0.150 -0.183  0.409
C 0.514 1.018 -0.342  -0.569
H 0.569 1.995 -0.787  0.429
S -2.313 0.995 -0.210  -0.256
C -0.807 0.398 -0.037  0.171
H 1.829 -2.052 -0.222  0.336
C 1.318 -1.223 0.346  -0.418
F 2.815 0.458 -0.429  -0.245



Record 3
C2H36N2O15 | ωB97M-V with the def2-TZVPD basis set

Gap between HOMO and LUMO: 9.62 eV
Total charge: 0

Last column: Mulliken charge in e.
Positions of all 55 atoms, in Å:
O 1.414 2.490 2.996  -0.589
O -2.626 -4.215 -0.782  -0.614
O 2.781 0.599 1.686  -0.639
H 3.476 -2.453 -2.594  0.316
O 1.362 -1.317 3.706  -0.538
H -2.129 -1.662 -0.138  0.434
H -1.747 -2.626 3.490  0.284
H 0.661 -0.884 -1.446  0.153
H -1.113 -1.868 2.323  0.524
H 0.644 3.679 1.375  0.131
O -1.125 0.767 1.340  -0.575
H -1.617 3.703 -0.839  0.516
C 1.677 2.647 -0.782  -0.642
H -3.849 2.423 0.561  0.310
H -0.922 4.033 1.561  0.191
H 1.574 1.492 -3.218  0.397
H -2.356 2.170 0.121  0.411
O -1.773 -1.736 0.770  -0.732
H -3.336 2.562 -1.611  0.402
H 1.519 -1.778 1.433  0.303
H 1.937 2.669 0.283  0.244
H 0.675 -2.283 0.214  0.328
O -0.965 -1.983 3.288  -0.695
H -1.845 -1.208 -2.538  0.280
H 2.676 0.368 -3.209  0.338
O -2.103 -1.627 -1.796  -0.673
O -3.433 3.086 -2.368  -0.700
O 1.594 -1.850 0.365  -0.539
H -0.606 1.204 0.776  0.359
H -1.524 -0.790 1.098  0.410
N -0.228 3.711 0.954  -0.217
H 1.712 -0.878 4.506  0.252
H 1.237 2.589 3.871  0.228
H -0.702 -3.952 -2.034  0.372
H -1.726 -2.531 -1.537  0.154
H 0.667 -0.578 -2.915  0.331
H 3.843 -2.903 -1.061  0.258
H -3.461 -3.739 -0.533  0.319
H -2.307 -4.478 0.030  0.303
O 3.733 -2.225 -1.635  -0.584
N 0.303 2.818 -1.238  -0.172
O -3.205 1.895 -0.075  -0.720
O 0.229 -3.915 -2.327  -0.636
C -0.555 3.368 -0.424  -0.597
H 2.214 0.525 0.856  0.230
H 0.408 -3.023 -2.064  0.273
H 2.247 3.516 -1.197  0.296
H 1.964 1.642 -1.266  0.116
H -0.624 0.750 2.183  0.323
H 3.193 -0.199 2.043  0.247
H 0.776 -2.050 3.927  0.296
O 0.217 -1.158 -2.259  -0.433
O 1.798 0.537 -3.545  -0.738
H 1.929 1.715 2.658  0.386
H -2.580 2.953 -2.986  0.317



Record 4
C32H36BNO2S2 | ωB97M-V with the def2-TZVPD basis set

Gap between HOMO and LUMO: 5.46 eV
Total charge: 0

Last column: Mulliken charge in e.
Positions of all 74 atoms, in Å:
C -2.378 0.456 -0.142  0.394
C -2.992 -3.001 2.432  -1.381
H -4.115 2.705 -3.721  0.350
H -1.144 -2.063 -2.587  0.316
C 1.941 1.048 -0.408  0.530
H 6.203 2.722 0.034  0.357
C 0.720 -0.388 3.306  -0.434
C -1.505 -3.009 4.356  -0.683
H -3.878 -3.393 1.930  0.442
H 3.421 -2.318 -2.662  0.334
C -1.113 -1.493 2.442  1.185
H 0.112 -1.691 -4.348  0.308
C -2.307 3.039 -2.669  0.677
H -0.197 -3.578 -2.469  0.451
H -4.224 3.930 -2.429  0.311
C -1.617 1.063 0.874  -0.160
H 0.530 1.348 1.129  1.751
C 4.290 2.032 -0.468  0.656
H -1.552 2.674 2.307  0.439
C -0.494 -2.666 -1.940  -2.122
C 3.061 -1.281 -2.622  -1.799
H 1.011 -2.975 0.312  0.332
H 0.336 3.305 -0.588  0.555
C 5.541 2.738 -0.833  -1.321
C -3.657 0.909 -0.448  -0.757
C -0.271 0.613 1.216  -1.105
H 2.428 -2.028 -0.182  0.315
C -0.413 1.653 -1.788  1.338
H 1.725 -0.913 5.678  0.357
C 1.547 -1.237 -2.761  1.734
H 1.423 -2.894 -4.138  0.351
S -1.628 1.480 -3.030  -0.506
H 2.008 -3.538 -1.051  0.402
H 3.396 -0.791 -1.701  0.154
H 6.041 2.240 -1.673  0.248
C -1.515 3.708 -1.758  -1.227
H 5.318 3.773 -1.116  0.332
H 4.865 0.978 1.326  0.340
H -1.743 4.717 -1.417  0.365
C -2.239 -1.995 1.805  0.055
C 0.728 -1.867 -1.510  1.601
C -0.404 2.936 -1.293  -0.988
H 0.110 -1.383 6.299  0.349
C -3.586 3.527 -3.229  -1.356
H -4.235 0.376 -1.209  0.440
C -4.175 2.022 0.213  -0.594
C -2.158 2.187 1.537  -0.466
C 0.868 -1.573 5.524  -1.041
H -1.930 -0.377 -0.677  0.399
H -1.073 -2.965 -1.058  0.387
H -2.534 -1.603 0.839  0.682
H -3.811 3.554 1.713  0.395
O 1.184 0.146 -2.769  -0.865
H -3.231 -4.291 4.152  0.391
S 2.862 2.176 -1.408  -0.360
C 1.174 -1.825 -4.118  -1.848
H 1.529 0.313 3.520  0.536
O 0.221 -0.727 -0.794  -0.119
H -5.170 2.377 -0.042  0.445
H 1.177 -2.623 5.617  0.343
H 2.471 -0.107 1.378  0.638
C 1.604 -2.649 -0.551  -1.698
C 4.079 1.172 0.598  -1.355
H -3.415 4.331 -3.958  0.324
H 1.758 -1.334 -4.906  0.417
N 0.320 -1.331 4.204  0.217
C -2.632 -3.508 3.691  -0.675
C -0.163 -0.387 2.195  0.451
C -0.772 -2.031 3.703  -0.710
H 3.503 -0.736 -3.466  0.464
B 0.593 0.440 -1.506  0.652
C -3.414 2.674 1.195  -0.807
H -1.182 -3.354 5.339  0.449
C 2.772 0.559 0.583  -0.582



Record 5
C9H8NO5 | ωB97M-V with the def2-TZVPD basis set

Gap between HOMO and LUMO: 3.76 eV
Total charge: -1

Last column: Mulliken charge in e.
Positions of all 23 atoms, in Å:
H -1.665 1.634 -1.821  0.259
H 2.389 0.629 1.503  0.275
O 0.881 -3.067 0.079  -0.768
O -4.150 -0.615 -0.395  -0.453
C -3.494 0.368 -0.320  -0.087
C -1.447 -0.269 0.915  -0.654
C -1.230 1.105 -0.993  -0.647
C 0.114 1.137 -0.796  -0.407
H -3.939 1.960 -1.285  0.321
H 0.438 -0.745 1.895  0.501
C 3.037 0.365 -0.464  -0.763
H 3.997 0.020 -0.129  0.242
C 2.109 0.528 0.476  -0.037
H -2.051 -0.842 1.592  0.425
C -2.038 0.392 -0.115  1.407
H 0.745 1.677 -1.477  0.339
O 3.018 -2.421 -0.187  -0.760
O 1.928 -1.814 1.623  -0.774
C 1.920 -2.477 0.480  0.739
H 2.900 0.515 -1.520  0.222
O -4.093 1.619 -0.398  -0.455
C -0.069 -0.199 1.100  -0.216
N 0.699 0.501 0.238  0.293



Record 6
C2H2O2 | ωB97M-V with the def2-TZVPD basis set

Gap between HOMO and LUMO: 9.11 eV
Total charge: 0
SMILES string: O=CC=O

Last column: Mulliken charge in e.
Positions of all 6 atoms, in Å:
O -1.770 -0.485 0.623  -0.371
C -0.881 -0.016 -0.018  0.163
H 1.118 0.948 -0.235  0.244
O 1.716 -0.733 0.509  -0.406
C 0.799 -0.023 0.147  0.103
H -0.982 0.310 -1.026  0.266



Ordered calculated total energy results: -84464.4216 -28583.7316 -36347.9497 -61699.3661 -21187.7059 -6199.1001; unit eV.